1.
Entry from the Open Molecules 2025 dataset: C15H15N3PRu as an isolated structure in a non-equilibrium geometry (wB97M-V/def2-TZVPD).

```
35
Properties=species:S:1:pos:R:3:forces:R:3
C -0.994 -0.610 -1.516 -3.46 -0.63 -0.50
C -1.366 -1.906 -0.957 0.28 -0.04 1.62
C -1.627 -1.897 0.466 -0.48 2.82 -0.95
C -1.836 -0.476 0.849 -0.35 -1.52 -0.70
C -1.655 0.482 -0.185 -0.79 -1.38 -1.93
Ru 0.240 -0.040 -0.116 3.93 -1.38 3.20
P 0.931 1.753 -1.405 0.88 2.39 -1.56
H -1.027 -0.368 -2.596 -0.24 -0.08 0.92
H -1.331 -2.910 -1.376 0.40 0.50 -0.68
H -1.591 -2.770 1.136 -0.28 0.70 -0.48
H -2.021 1.515 -0.252 -0.03 -0.72 -0.14
H -2.274 -0.095 1.747 0.13 -0.31 0.81
H 0.880 3.158 -0.854 0.33 -1.08 -0.98
H 0.206 1.883 -2.687 0.84 0.17 1.00
H 2.333 1.649 -1.882 -1.35 0.52 0.28
N 9.516 -0.354 5.533 -3.55 0.91 -1.43
C 8.451 -0.116 5.068 2.98 -1.24 0.98
C 7.170 0.092 4.418 0.40 0.17 0.37
C 6.547 -0.896 3.639 -0.36 0.52 0.12
C 5.321 -0.589 3.044 0.74 -0.37 0.47
C 4.749 0.682 3.215 -0.86 0.05 -0.42
C 5.378 1.683 3.952 0.71 -0.57 0.26
C 6.573 1.345 4.581 -0.47 0.71 -0.28
N 3.467 0.933 2.676 -0.22 -0.18 -0.53
C 2.695 2.106 2.807 -0.09 -0.64 0.26
C 1.489 1.847 2.208 1.57 -0.10 -0.87
N 1.579 0.623 1.538 -0.51 -0.11 1.07
C 2.722 0.048 1.914 0.31 0.44 0.08
H 7.021 -1.876 3.564 -0.29 0.28 -0.18
H 4.804 -1.360 2.490 0.08 0.09 0.02
H 4.941 2.678 4.007 0.31 -0.31 0.26
H 7.062 2.088 5.199 0.09 -0.03 -0.05
H 3.118 2.984 3.300 -0.61 -0.50 -0.08
H 0.614 2.475 2.130 0.15 0.00 -0.09
H 3.025 -0.970 1.632 -0.16 0.90 0.12
```
Forces are in eV/Å.

Summary:
- expectation value of S² = 8.78
- HOMO (spin up / spin down) (eV) = -3.529 / -8.677
- strongest force on any atom (eV/Å) = 5.2
- multiplicity = 6
- orbital gap (spin up / spin down) (eV) = 2.90 / 7.38

2.
Entry from the Open Molecules 2025 dataset: C29H27N3O5PdS2Te as an isolated structure (wB97M-V/def2-TZVPD).

```
68
Properties=species:S:1:pos:R:3:forces:R:3
Pd -0.551 0.280 0.365 -0.04 0.00 -0.02
N 2.291 1.720 1.289 0.00 -0.01 0.02
C 1.515 1.443 2.419 0.05 0.06 0.00
C 1.937 1.945 3.653 0.02 0.00 -0.01
C 1.142 1.740 4.757 -0.02 -0.01 0.01
C -0.045 1.025 4.628 0.01 0.00 -0.02
C -0.384 0.556 3.379 0.00 0.02 0.03
N 0.377 0.776 2.297 -0.08 -0.11 -0.01
C 2.503 0.937 0.150 -0.04 0.00 -0.06
C 3.732 1.028 -0.508 -0.01 0.01 0.01
C 3.929 0.276 -1.645 -0.01 -0.02 -0.03
C 2.924 -0.574 -2.095 0.01 0.01 0.03
C 1.745 -0.603 -1.386 0.02 0.03 -0.02
N 1.531 0.160 -0.307 0.04 -0.05 0.06
H 3.080 2.307 1.504 0.01 0.00 -0.01
H 2.873 2.483 3.728 0.00 0.00 0.00
H 1.446 2.130 5.720 0.00 0.00 0.00
H -0.695 0.844 5.470 0.00 0.01 0.00
H -1.298 0.004 3.192 0.01 -0.01 0.00
H 4.508 1.676 -0.122 0.00 0.00 0.00
H 4.871 0.341 -2.175 0.00 0.00 0.00
H 3.040 -1.186 -2.978 0.00 0.00 0.00
H 0.914 -1.233 -1.670 -0.01 0.00 0.00
C -2.163 1.168 -4.010 0.01 0.01 0.00
S -0.423 1.576 -4.143 -0.02 0.01 -0.02
O 0.055 1.876 -2.752 0.04 -0.01 0.01
C 0.202 -0.042 -4.595 -0.01 -0.02 0.01
C -0.243 -1.214 -3.992 0.01 0.03 0.03
C 0.335 -2.419 -4.359 0.00 -0.01 0.00
C 1.343 -2.454 -5.316 0.00 0.01 0.00
C 1.782 -1.280 -5.913 -0.01 -0.01 0.01
C 1.208 -0.069 -5.550 0.00 0.01 -0.02
H -2.483 0.704 -4.942 0.00 0.00 0.00
H -2.693 2.106 -3.857 0.00 0.00 0.01
H -2.314 0.508 -3.154 0.00 0.00 -0.01
H -1.005 -1.186 -3.220 0.00 -0.01 0.00
H -0.005 -3.335 -3.892 0.00 0.00 0.00
H 1.785 -3.401 -5.600 0.00 0.00 0.00
H 2.564 -1.307 -6.661 0.00 0.00 0.00
H 1.539 0.857 -6.007 0.00 0.00 0.00
O -1.855 -0.653 -1.280 0.01 0.01 -0.05
S -2.366 -1.381 -0.048 0.00 0.01 0.05
O -3.466 -2.257 -0.315 0.00 -0.01 0.01
O -2.702 -0.241 0.903 -0.01 0.00 0.01
O -1.150 -2.019 0.542 0.02 0.04 0.00
Te -0.706 2.926 -0.202 -0.03 0.08 0.00
C -2.538 3.156 -1.208 -0.01 -0.03 -0.01
C -3.550 2.212 -1.081 0.00 0.01 0.02
C -4.740 2.397 -1.773 0.01 0.00 -0.02
C -4.910 3.503 -2.594 -0.01 -0.01 0.00
C -3.890 4.436 -2.727 0.00 0.01 0.00
C -2.701 4.265 -2.031 0.01 0.00 0.00
C -1.443 3.459 1.716 0.02 -0.01 -0.01
C -2.572 2.842 2.251 0.00 0.01 0.00
C -3.003 3.182 3.525 0.00 -0.01 0.00
C -2.300 4.112 4.281 0.00 0.00 0.01
C -1.163 4.709 3.758 0.01 0.00 -0.01
C -0.739 4.388 2.473 -0.01 0.01 0.01
H -3.409 1.328 -0.470 0.00 0.00 0.00
H -5.527 1.661 -1.677 0.00 0.00 0.00
H -5.837 3.637 -3.137 0.00 0.00 0.00
H -4.019 5.298 -3.369 0.00 0.00 0.00
H -1.904 4.991 -2.134 0.00 0.00 0.00
H -3.103 2.083 1.691 0.01 -0.02 -0.01
H -3.886 2.706 3.932 0.00 0.00 0.00
H -2.639 4.371 5.276 0.00 0.00 0.00
H -0.612 5.436 4.341 0.00 0.00 0.00
H 0.136 4.876 2.059 0.00 0.00 0.00
```
Forces are in eV/Å.

Summary:
- expectation value of S² = 2.01
- HOMO (spin up / spin down) (eV) = -7.540 / -8.437
- strongest force on any atom (eV/Å) = 0.1
- multiplicity = 3
- orbital gap (spin up / spin down) (eV) = 7.60 / 7.97

3.
Entry from the Open Molecules 2025 dataset: a 2-piece molecular cluster, CH6NS2 overall in a non-equilibrium geometry (wB97M-V/def2-TZVPD).

```
10
Properties=species:S:1:pos:R:3:forces:R:3
C 0.093 -0.185 0.307 -0.76 1.47 4.84
N 0.806 0.702 -0.605 0.25 2.93 -1.78
S -1.776 0.105 -0.021 1.07 -0.16 -0.28
S 0.426 -1.808 -0.176 -0.57 -2.35 0.25
H 0.695 0.198 1.670 -2.21 -1.05 -3.96
H 1.856 0.672 -0.505 -1.18 0.24 0.21
H 0.395 1.738 -0.457 1.42 -2.66 -0.57
H 0.632 0.400 -1.618 -0.03 0.61 1.36
H -2.370 0.575 1.082 0.64 0.22 0.50
H -0.757 -2.397 0.322 1.38 0.76 -0.57
```
Forces are in eV/Å.

Summary:
- total charge = +1
- HOMO (eV) = -14.006
- strongest force on any atom (eV/Å) = 5.1
- multiplicity = 1
- orbital gap (eV) = 9.61

4.
Entry from the Open Molecules 2025 dataset: one molecule with the formula C5H9NO (wB97M-V/def2-TZVPD).

```
16
Properties=species:S:1:pos:R:3:forces:R:3
C -0.104 1.909 -0.508 0.12 0.07 0.06
C -0.947 0.873 -0.597 -0.01 0.09 -0.07
N -2.190 0.960 -1.217 0.10 0.01 0.03
O -0.760 -0.374 -0.079 -0.01 0.23 -0.04
C 0.310 -0.489 0.825 0.15 0.04 0.17
C 1.611 -1.019 0.312 0.15 0.05 -0.13
C 0.718 -1.874 1.180 -0.08 -0.15 0.09
H -0.432 2.881 -0.859 0.07 -0.17 -0.07
H 0.896 1.826 -0.109 -0.17 -0.07 0.08
H -2.183 1.606 -1.994 -0.15 -0.20 0.08
H -2.611 0.068 -1.430 0.06 0.05 -0.01
H 0.313 0.287 1.588 -0.02 -0.14 -0.11
H 1.636 -1.258 -0.746 0.01 0.03 0.13
H 2.544 -0.639 0.722 -0.22 -0.05 -0.05
H 0.175 -2.686 0.707 0.09 0.13 0.01
H 1.025 -2.071 2.203 -0.09 0.07 -0.17
```
Forces are in eV/Å.

Summary:
- HOMO (eV) = -8.075
- strongest force on any atom (eV/Å) = 0.3
- multiplicity = 1
- structure (SMILES) = C=C(N)OC1CC1
- orbital gap (eV) = 9.20

5.
Entry from the Open Molecules 2025 dataset: C17H34AlN8S2 as an isolated structure (wB97M-V/def2-TZVPD).

```
62
Properties=species:S:1:pos:R:3:forces:R:3
Al 0.688 0.049 0.107 0.43 -0.07 0.36
C 2.449 2.319 -0.244 -0.07 0.03 -0.03
C 3.413 1.297 0.324 0.09 -0.07 -0.01
N 2.827 -0.058 0.146 -0.12 0.03 -0.02
C 3.323 -1.020 1.158 0.04 -0.04 0.00
C 2.733 -0.747 2.543 0.02 0.02 0.05
S 1.025 -0.115 2.510 -0.09 -0.02 0.00
C 1.234 1.688 2.754 0.02 0.01 0.00
C 0.719 2.519 1.584 -0.04 0.05 -0.09
N 1.078 2.004 0.227 -0.13 0.05 0.04
H 2.733 3.336 0.028 0.03 -0.02 0.01
H 2.438 2.259 -1.334 0.01 0.02 0.00
H 4.388 1.366 -0.158 -0.01 0.02 0.00
H 3.578 1.462 1.386 0.00 0.02 0.00
H 3.111 -0.407 -0.766 0.04 0.01 0.01
H 3.057 -2.020 0.821 -0.03 0.02 0.02
H 4.413 -0.978 1.226 -0.01 -0.02 -0.02
H 2.707 -1.668 3.124 0.00 0.00 0.00
H 3.317 -0.035 3.124 0.01 0.00 -0.02
H 0.673 1.956 3.648 0.01 -0.01 0.00
H 2.283 1.869 2.976 0.00 0.00 -0.01
H -0.371 2.555 1.616 0.01 -0.02 0.01
H 1.079 3.545 1.689 -0.01 -0.01 0.02
H 0.392 2.418 -0.410 0.05 0.00 -0.08
C -3.500 2.819 -2.093 -0.03 0.02 -0.01
C -2.068 3.132 -1.730 0.07 0.00 0.00
N -1.351 1.891 -1.352 -0.12 -0.04 0.06
C -2.009 1.034 -0.439 -0.03 0.01 -0.19
N -1.223 0.154 0.181 0.03 -0.10 0.11
C -1.870 -0.779 1.135 0.02 0.03 0.02
C -3.289 -1.092 0.725 -0.02 -0.05 0.01
C -4.049 0.209 0.620 0.03 0.08 -0.05
N -3.312 1.140 -0.259 -0.03 0.05 0.04
C -4.162 2.181 -0.893 0.04 -0.10 0.02
H -3.530 2.150 -2.957 0.00 -0.01 0.01
H -4.045 3.722 -2.364 0.01 0.01 0.00
H -2.025 3.816 -0.879 0.00 0.00 -0.01
H -1.512 3.590 -2.545 -0.04 0.00 -0.02
H -1.129 1.347 -2.182 0.08 0.03 0.01
H -1.870 -0.322 2.129 -0.01 -0.04 0.02
H -1.265 -1.685 1.202 -0.05 0.03 -0.04
H -3.759 -1.744 1.460 -0.02 0.02 0.00
H -3.306 -1.610 -0.237 0.01 -0.01 0.01
H -4.212 0.677 1.593 0.03 -0.02 0.01
H -5.023 0.058 0.159 -0.01 -0.02 0.04
H -4.390 2.924 -0.125 -0.01 0.01 -0.01
H -5.095 1.693 -1.167 -0.01 0.03 -0.03
C 1.704 -5.203 0.235 -0.01 -0.02 0.00
C 0.546 -4.202 0.316 -0.02 0.11 0.01
C 0.652 -3.127 -0.713 0.01 -0.06 0.06
N 0.771 -1.865 -0.471 -0.21 0.14 -0.28
N 0.845 -1.053 -1.612 -0.03 -0.10 0.03
C 0.795 -1.763 -2.720 0.05 0.09 -0.07
N 0.856 -1.263 -3.949 -0.06 0.01 0.01
S 0.661 -3.467 -2.411 -0.01 -0.05 -0.04
H 1.582 -5.959 1.007 0.01 -0.01 0.01
H 2.668 -4.716 0.383 0.01 0.01 0.01
H 1.723 -5.715 -0.727 0.00 -0.02 -0.01
H 0.502 -3.716 1.292 0.03 -0.03 0.01
H -0.406 -4.719 0.172 0.00 -0.01 -0.01
H 0.975 -0.275 -4.099 0.04 0.00 -0.01
H 0.829 -1.855 -4.765 0.00 0.00 0.00
```
Forces are in eV/Å.

Summary:
- total charge = +3
- HOMO (eV) = -18.007
- strongest force on any atom (eV/Å) = 0.6
- multiplicity = 1
- orbital gap (eV) = 9.89

6.
Entry from the Open Molecules 2025 dataset: C53H64ClFGaN5O3PS as an isolated structure (wB97M-V/def2-TZVPD).

```
130
Properties=species:S:1:pos:R:3:forces:R:3
Ga -0.294 -0.232 -0.164 -0.17 -0.30 0.22
C 5.328 -1.458 4.696 0.03 0.00 -0.01
C 4.952 -0.086 4.154 -0.01 -0.10 -0.02
N 4.082 -0.159 2.987 -0.02 0.11 0.02
C 2.735 -0.097 3.186 0.07 0.02 -0.03
C 1.833 -0.020 2.176 -0.04 -0.09 -0.01
C 0.397 0.105 2.600 0.12 0.04 -0.04
O 0.079 0.037 3.770 -0.01 -0.01 0.02
O -0.478 0.326 1.647 -0.19 -0.02 0.11
C 2.316 -0.015 0.824 -0.13 0.08 -0.05
O 1.556 0.120 -0.248 0.07 0.00 -0.01
C 3.699 -0.157 0.607 0.13 0.01 0.04
C 4.232 -0.204 -0.702 -0.01 -0.04 0.02
C 5.595 -0.297 -0.890 -0.05 0.10 -0.07
F 6.048 -0.272 -2.176 0.01 -0.01 0.01
C 6.493 -0.400 0.151 0.00 -0.10 0.07
C 5.962 -0.390 1.472 0.00 -0.03 -0.04
C 4.610 -0.234 1.702 -0.05 -0.08 0.00
N 7.905 -0.585 0.014 0.02 0.07 0.12
C 8.466 -0.946 -1.277 -0.02 -0.08 0.01
C 9.957 -1.265 -1.064 -0.01 -0.04 0.01
N 10.127 -1.616 0.385 -0.03 0.04 -0.01
C 9.980 -0.377 1.226 0.02 0.00 0.00
C 8.762 0.384 0.682 0.00 0.10 -0.10
H 5.960 -1.360 5.579 0.00 0.00 -0.01
H 5.861 -2.045 3.947 -0.01 0.00 0.00
H 4.432 -2.012 4.978 0.00 0.01 0.01
H 5.838 0.488 3.880 0.00 0.04 0.02
H 4.428 0.493 4.915 -0.02 -0.03 0.01
H 2.394 -0.087 4.211 0.00 0.02 0.00
H 3.571 -0.133 -1.553 0.01 0.02 0.00
H 6.637 -0.556 2.300 0.04 0.00 -0.02
H 8.383 -0.159 -2.034 0.02 0.01 0.02
H 7.942 -1.823 -1.652 -0.03 0.01 -0.02
H 10.604 -0.410 -1.249 0.00 0.00 -0.02
H 10.291 -2.099 -1.676 0.00 -0.02 0.02
H 11.006 -2.094 0.571 0.01 0.01 -0.01
H 9.343 -2.225 0.636 0.02 -0.02 0.01
H 10.905 0.190 1.147 0.01 -0.01 0.00
H 9.843 -0.705 2.255 -0.02 0.00 0.00
H 9.079 1.184 -0.001 0.01 0.00 0.01
H 8.230 0.856 1.502 -0.04 -0.01 0.01
Cl 0.347 0.322 -2.946 -0.01 0.15 -0.28
C 0.690 1.968 -3.464 0.03 -0.20 0.01
C 0.981 2.122 -4.811 0.01 0.05 0.01
C 1.272 3.385 -5.296 0.00 0.01 -0.01
C 1.271 4.476 -4.436 0.00 -0.02 0.00
C 0.978 4.295 -3.096 0.00 0.01 0.01
C 0.683 3.033 -2.572 0.02 0.01 0.02
P 0.263 2.801 -0.798 -0.12 0.05 -0.03
C 1.862 3.071 0.038 0.02 0.02 -0.02
C 1.852 3.188 1.429 0.00 -0.01 0.00
C 3.039 3.289 2.137 -0.01 0.01 -0.01
C 4.255 3.253 1.464 -0.01 0.01 -0.01
C 4.273 3.121 0.084 -0.02 0.04 0.01
C 3.083 3.033 -0.627 0.02 0.06 0.01
C -0.643 4.360 -0.470 0.06 0.02 0.05
C -0.063 5.496 0.090 0.01 0.03 -0.02
C -0.823 6.634 0.323 0.00 -0.01 0.00
C -2.170 6.655 -0.009 0.01 -0.02 0.00
C -2.754 5.532 -0.580 0.00 0.01 -0.01
C -1.998 4.392 -0.801 -0.01 -0.03 -0.01
H 0.974 1.261 -5.465 0.00 0.00 0.01
H 1.497 3.515 -6.346 -0.01 0.00 0.00
H 1.492 5.467 -4.811 0.00 0.00 0.00
H 0.967 5.149 -2.430 0.00 0.00 0.00
H 0.908 3.194 1.965 0.00 -0.01 0.00
H 3.014 3.384 3.215 0.00 0.00 0.00
H 5.183 3.330 2.016 0.00 -0.01 0.01
H 5.216 3.078 -0.447 0.00 0.00 0.00
H 3.113 2.924 -1.704 0.00 -0.01 0.00
H 0.989 5.499 0.347 -0.01 -0.02 0.01
H -0.358 7.507 0.762 0.00 0.00 0.00
H -2.763 7.540 0.181 0.00 0.01 -0.02
H -3.803 5.542 -0.848 0.00 0.00 0.01
H -2.467 3.517 -1.235 0.00 -0.04 0.01
C 1.051 -3.234 -1.872 0.03 -0.04 -0.04
C -0.317 -3.277 -1.176 -0.29 -0.02 -0.01
C -1.416 -3.040 -2.226 0.08 0.06 -0.07
C -0.343 -2.201 -0.122 0.58 0.03 0.00
C -0.572 -4.630 -0.504 0.01 0.08 0.08
C -1.694 -4.763 0.316 -0.01 0.00 0.01
C -1.964 -5.945 0.985 0.00 0.00 -0.01
C -1.110 -7.032 0.848 0.00 0.01 0.00
C 0.000 -6.920 0.030 -0.02 0.01 -0.01
C 0.266 -5.730 -0.641 -0.02 -0.01 -0.04
H 1.208 -2.257 -2.329 -0.01 0.04 0.01
H 1.112 -3.984 -2.665 0.00 0.00 0.00
H 1.864 -3.400 -1.163 -0.01 -0.02 0.00
H -1.228 -2.109 -2.769 -0.04 -0.01 0.04
H -2.394 -2.966 -1.748 -0.02 -0.02 -0.01
H -1.450 -3.858 -2.948 0.02 0.01 -0.01
H 0.240 -2.503 0.757 -0.16 -0.08 0.05
H -2.355 -3.911 0.444 0.02 0.01 -0.01
H -2.839 -6.019 1.619 0.00 0.00 0.01
H -1.309 -7.954 1.380 -0.01 -0.01 -0.02
H 0.672 -7.761 -0.090 0.00 0.00 0.00
H 1.140 -5.675 -1.275 0.02 0.01 0.03
C -5.895 0.797 4.125 -0.01 0.01 0.00
C -5.351 -0.063 2.991 0.00 -0.01 0.02
C -4.236 -0.991 3.453 -0.01 0.01 0.03
C -3.632 -1.819 2.325 0.03 -0.07 -0.08
N -2.981 -0.964 1.341 0.01 0.22 -0.09
C -3.342 -0.699 0.095 0.19 -0.04 0.27
S -2.456 0.518 -0.785 0.03 -0.02 -0.18
N -4.362 -1.331 -0.473 -0.12 0.00 -0.16
C -4.797 -1.145 -1.861 0.02 0.02 0.07
C -5.777 0.008 -2.064 0.00 -0.03 -0.01
C -7.226 -0.291 -1.685 0.02 -0.01 0.04
C -7.466 -0.514 -0.195 0.01 -0.01 0.00
H -6.686 1.462 3.777 0.00 -0.01 0.00
H -5.105 1.416 4.556 0.00 -0.01 -0.01
H -6.307 0.179 4.924 0.01 0.00 0.00
H -4.980 0.584 2.190 0.00 -0.01 -0.01
H -6.161 -0.663 2.563 -0.01 0.01 -0.02
H -4.617 -1.680 4.211 0.01 0.01 0.02
H -3.437 -0.412 3.926 0.01 0.00 0.00
H -4.403 -2.428 1.850 0.02 -0.01 0.02
H -2.880 -2.507 2.713 0.00 -0.02 0.00
H -2.170 -0.433 1.673 -0.09 0.02 0.12
H -4.869 -1.997 0.086 -0.04 0.05 0.01
H -5.241 -2.090 -2.179 -0.01 0.00 0.00
H -3.900 -0.980 -2.455 -0.02 -0.03 0.00
H -5.739 0.275 -3.123 0.00 0.01 0.00
H -5.411 0.878 -1.511 -0.01 0.01 -0.02
H -7.568 -1.166 -2.247 -0.02 0.02 -0.02
H -7.843 0.546 -2.019 0.00 0.00 -0.01
H -7.047 -1.461 0.155 0.00 0.01 -0.01
H -8.533 -0.542 0.030 0.00 -0.01 -0.01
H -7.019 0.286 0.398 0.00 0.00 0.00
```
Forces are in eV/Å.

Summary:
- total charge = +1
- HOMO (spin up / spin down) (eV) = -9.038 / -6.652
- strongest force on any atom (eV/Å) = 0.6
- multiplicity = 1
- orbital gap (spin up / spin down) (eV) = 6.41 / 4.04